(1)
# C15H20N2O2Zr

A structure of composition C15H20N2O2Zr in a non-equilibrium geometry (ωB97M-V/def2-TZVPD, OMol25).

The geometry in XYZ format:
```
40
Properties=species:S:1:pos:R:3
C 2.328 1.522 -1.253
C 2.813 -2.470 0.017
H 1.957 2.028 -2.147
H 3.429 1.361 -1.416
H 2.355 2.259 -0.445
H 3.198 -3.094 -0.811
H 3.698 -2.393 0.706
H 2.072 -3.097 0.541
C -0.134 2.983 -1.093
C -1.179 3.836 -1.489
C -2.462 3.292 -1.650
C -2.609 1.935 -1.350
H 0.884 3.346 -0.975
H -1.009 4.903 -1.621
H -3.319 3.893 -1.974
H -3.578 1.455 -1.421
N -0.268 1.672 -0.861
C -1.502 1.140 -0.918
C -1.681 -0.228 -0.366
N -0.620 -0.755 0.329
C -0.893 -1.751 1.202
C -3.208 -1.906 0.453
C -2.166 -2.330 1.282
H -0.063 -2.097 1.840
H -2.314 -3.117 2.012
C -2.928 -0.888 -0.452
H -3.642 -0.553 -1.202
H -4.202 -2.343 0.504
Zr 1.760 -0.442 -0.355
C 0.633 -1.896 -1.783
H -0.328 -1.687 -2.281
H 0.570 -2.950 -1.370
H 1.406 -1.952 -2.618
C 1.453 0.138 3.658
C 1.717 -0.037 2.207
O 1.871 -1.222 1.740
O 1.749 0.951 1.387
H 0.483 0.627 3.789
H 2.283 0.721 4.071
H 1.447 -0.855 4.112
```

The LUMO energy (alpha / beta) comes out at -12.14 / -12.13 eV. As for the spin multiplicity: 1. The value obtained for the HOMO-LUMO gap (alpha / beta) is 3.5435 / 3.5630 eV. As for the net charge: +2.

***

(2)
# C15H20N2O3

An isolated molecule of C15H20N2O3 (ωB97M-V/def2-TZVPD, OMol25).

The geometry in XYZ format:
```
40
Properties=species:S:1:pos:R:3
C 3.741 -2.805 -2.586
C 2.476 -2.880 -3.434
C 1.589 -4.077 -3.087
H 2.160 -4.999 -3.209
H 0.747 -4.110 -3.783
C 1.048 -4.042 -1.655
N 0.261 -2.861 -1.390
C 0.714 -1.845 -0.627
O 1.738 -1.848 0.005
O -0.199 -0.832 -0.648
C 0.080 0.353 0.021
C -0.967 0.913 0.739
C -0.796 2.132 1.390
C 0.444 2.767 1.315
C 1.475 2.190 0.601
C 1.309 0.986 -0.061
H 2.118 0.541 -0.617
H 2.429 2.693 0.552
H 0.595 3.703 1.825
N -1.862 2.698 2.097
C -1.772 3.653 3.071
O -0.769 4.206 3.456
C -3.172 3.890 3.616
C -4.087 3.310 2.546
H -4.321 4.071 1.801
C -3.222 2.215 1.921
H -3.358 1.262 2.448
H -3.438 2.068 0.861
H -5.020 2.917 2.945
H -3.259 3.347 4.560
H -3.334 4.947 3.817
H -1.897 0.370 0.777
H -0.580 -2.710 -1.925
H 1.868 -4.035 -0.935
H 0.429 -4.927 -1.476
H 1.904 -1.957 -3.309
H 2.751 -2.955 -4.488
H 4.280 -3.749 -2.620
H 4.396 -2.023 -2.963
H 3.501 -2.574 -1.552
```

As for the SMILES: CCCCNC(=O)Oc1cccc(N2CCCC2=O)c1. The LUMO energy comes out at 0.68 eV. As for the spin multiplicity: 1. The value obtained for the HOMO-LUMO gap is 9.0753 eV. As for the net charge: 0.

***

(3)
# C15H20N2O4S

An isolated molecule of C15H20N2O4S (ωB97M-V/def2-TZVPD, OMol25).

The geometry in XYZ format:
```
42
Properties=species:S:1:pos:R:3
C 1.973 3.917 -0.229
H 2.266 3.818 -1.273
H 0.889 3.963 -0.172
H 2.382 4.843 0.162
C 2.481 2.738 0.596
N 1.989 1.471 0.090
C 0.800 0.992 0.513
S -0.157 1.845 1.561
N 0.465 -0.264 0.064
C -0.775 -0.874 0.141
C -1.939 -0.112 0.027
C -3.190 -0.700 0.108
C -3.307 -2.077 0.303
C -2.168 -2.842 0.378
C -0.893 -2.271 0.286
C 0.219 -3.240 0.375
O 0.095 -4.369 0.780
O 1.417 -2.781 -0.074
C 2.486 -3.719 -0.037
H 3.281 -3.305 -0.652
H 2.155 -4.680 -0.432
H 2.828 -3.860 0.990
H -2.226 -3.912 0.508
H -4.289 -2.516 0.378
C -4.435 0.104 -0.010
O -5.547 -0.355 0.086
O -4.192 1.399 -0.242
C -5.334 2.235 -0.342
H -4.959 3.245 -0.485
H -5.931 2.173 0.570
H -5.955 1.931 -1.188
H -1.867 0.951 -0.128
H 1.227 -0.907 -0.109
C 2.800 0.817 -0.916
H 2.158 0.252 -1.597
C 3.862 -0.096 -0.300
H 4.443 -0.571 -1.086
H 3.407 -0.868 0.316
H 4.538 0.479 0.328
H 3.293 1.597 -1.502
H 2.140 2.847 1.628
H 3.572 2.706 0.585
```

As for the SMILES: CCN(CC)C(=S)Nc1cc(C(=O)OC)ccc1C(=O)OC. The LUMO energy comes out at -0.08 eV. As for the spin multiplicity: 1. The value obtained for the HOMO-LUMO gap is 7.9915 eV. As for the net charge: 0.

***

(4)
# C15H20N2O4S2

An isolated molecule of C15H20N2O4S2 (ωB97M-V/def2-TZVPD, OMol25).

The geometry in XYZ format:
```
43
Properties=species:S:1:pos:R:3
C -5.606 -1.711 -0.705
C -4.231 -1.893 -0.093
H -4.297 -2.182 0.963
H -3.655 -2.660 -0.620
O -3.528 -0.651 -0.188
C -2.243 -0.674 0.170
O -1.700 -1.662 0.614
C -1.583 0.621 -0.002
C -2.098 1.888 0.182
N -1.082 2.769 -0.036
C 0.068 2.115 -0.382
C -0.210 0.774 -0.356
S 0.822 -0.568 -0.908
O 2.058 0.001 -1.363
O 0.068 -1.362 -1.829
N 1.119 -1.498 0.427
H 0.287 -2.038 0.620
C 1.681 -0.811 1.570
H 1.689 0.267 1.365
C 3.124 -1.277 1.830
C 4.002 -0.913 0.686
C 4.461 -1.704 -0.317
C 5.215 -0.998 -1.283
C 5.316 0.322 -1.002
S 4.491 0.732 0.448
H 5.818 1.091 -1.555
H 5.654 -1.459 -2.150
H 4.260 -2.759 -0.372
H 3.128 -2.360 1.958
H 3.480 -0.806 2.750
H 1.068 -0.990 2.457
C 1.326 2.838 -0.686
H 2.047 2.127 -1.080
H 1.738 3.296 0.214
H 1.152 3.622 -1.421
H -1.171 3.772 0.033
C -3.451 2.348 0.584
H -3.875 2.995 -0.184
H -3.408 2.911 1.517
H -4.105 1.492 0.713
H -6.153 -2.648 -0.657
H -6.163 -0.948 -0.167
H -5.513 -1.407 -1.744
```

As for the SMILES: CCOC(=O)c1c(C)[nH]c(C)c1S(=O)(=O)NCCc1cccs1. The LUMO energy comes out at 0.53 eV. As for the spin multiplicity: 1. The value obtained for the HOMO-LUMO gap is 8.7782 eV. As for the net charge: 0.

***

(5)
# C15H20N2O4S2

An isolated molecule of C15H20N2O4S2 (ωB97M-V/def2-TZVPD, OMol25).

The geometry in XYZ format:
```
43
Properties=species:S:1:pos:R:3
C 1.512 3.622 -0.042
C 0.873 2.951 1.166
H 1.533 2.169 1.555
H 0.648 3.677 1.949
O -0.388 2.365 0.831
C -0.351 1.145 0.288
O 0.682 0.552 0.067
C -1.678 0.621 -0.033
C -2.797 1.310 -0.455
N -3.769 0.388 -0.698
C -3.324 -0.875 -0.425
C -2.018 -0.766 -0.024
S -0.988 -2.045 0.640
O -1.714 -3.285 0.648
O -0.470 -1.594 1.903
N 0.225 -2.175 -0.503
H 0.665 -1.256 -0.530
C 1.197 -3.190 -0.123
H 1.294 -3.223 0.970
C 2.561 -2.897 -0.752
C 3.095 -1.585 -0.279
C 3.353 -1.189 0.997
C 3.827 0.139 1.083
C 3.925 0.737 -0.129
S 3.430 -0.308 -1.400
H 4.259 1.729 -0.362
H 4.085 0.621 2.010
H 3.203 -1.820 1.854
H 2.459 -2.880 -1.839
H 3.249 -3.703 -0.481
H 0.810 -4.155 -0.463
C -4.190 -2.067 -0.585
H -3.648 -2.936 -0.224
H -4.450 -2.216 -1.633
H -5.112 -1.953 -0.016
H -4.697 0.609 -1.025
C -3.030 2.758 -0.691
H -3.828 3.124 -0.046
H -3.318 2.938 -1.727
H -2.127 3.315 -0.469
H 0.848 4.379 -0.453
H 2.444 4.093 0.256
H 1.720 2.880 -0.809
```

As for the SMILES: CCOC(=O)c1c(C)[nH]c(C)c1S(=O)(=O)NCCc1cccs1. The LUMO energy comes out at 0.60 eV. As for the spin multiplicity: 1. The value obtained for the HOMO-LUMO gap is 9.1516 eV. As for the net charge: 0.

***

(6)
# C15H20N2O6

An isolated molecule of C15H20N2O6 (ωB97M-V/def2-TZVPD, OMol25).

The geometry in XYZ format:
```
43
Properties=species:S:1:pos:R:3
C 6.634 0.816 -0.864
C 5.574 1.023 0.208
H 5.460 0.114 0.806
H 5.827 1.866 0.854
O 4.312 1.364 -0.369
C 3.532 0.367 -0.788
O 3.806 -0.801 -0.684
C 2.292 0.909 -1.464
C 1.059 0.035 -1.253
H 1.351 -1.017 -1.283
H 0.349 0.223 -2.060
C 0.310 0.337 0.061
N -1.048 -0.147 0.001
C -2.064 0.619 -0.456
O -1.885 1.715 -0.951
C -3.420 0.006 -0.334
C -4.389 0.357 -1.264
C -5.663 -0.190 -1.152
C -5.903 -1.066 -0.094
N -4.989 -1.381 0.805
C -3.781 -0.863 0.697
H -3.092 -1.140 1.483
H -6.875 -1.528 0.039
O -6.610 0.141 -2.061
H -7.441 -0.306 -1.856
H -4.157 1.046 -2.061
H -1.214 -1.035 0.455
C 0.968 -0.323 1.267
O 0.456 -1.233 1.868
O 2.130 0.232 1.569
C 2.849 -0.317 2.684
C 3.393 -1.709 2.399
H 3.894 -1.726 1.434
H 4.097 -1.988 3.178
H 2.583 -2.432 2.378
H 3.654 0.399 2.859
H 2.180 -0.340 3.551
H 0.280 1.425 0.204
H 2.526 0.941 -2.532
H 2.122 1.931 -1.128
H 6.718 1.703 -1.487
H 6.369 -0.033 -1.490
H 7.594 0.619 -0.395
```

As for the SMILES: CCOC(=O)CC[C@@H](NC(=O)c1cncc(O)c1)C(=O)OCC. The LUMO energy comes out at 0.63 eV. As for the spin multiplicity: 1. The value obtained for the HOMO-LUMO gap is 9.8161 eV. As for the net charge: 0.

***

(7)
# C15H20N4O2S

An isolated molecule of C15H20N4O2S in a non-equilibrium geometry (ωB97M-V/def2-TZVPD, OMol25).

The geometry in XYZ format:
```
42
Properties=species:S:1:pos:R:3
C -7.246 -1.870 -0.536
C -5.785 -1.755 -0.130
O -5.355 -0.447 -0.445
C -4.071 -0.090 -0.164
C -3.115 -0.921 0.411
C -1.840 -0.445 0.653
C -1.491 0.862 0.328
C -2.446 1.696 -0.250
C -3.717 1.220 -0.490
H -4.466 1.856 -0.936
H -2.186 2.709 -0.506
N -0.183 1.267 0.612
C 0.412 2.444 0.335
O -0.092 3.405 -0.207
C 1.870 2.483 0.805
H 1.990 2.052 1.797
H 2.220 3.515 0.783
S 2.994 1.585 -0.314
C 2.811 -0.035 0.284
N 1.927 -0.458 1.152
N 2.137 -1.774 1.339
C 3.136 -2.141 0.592
N 3.619 -1.062 -0.106
C 4.680 -1.004 -1.077
C 4.136 -1.119 -2.498
H 3.602 -2.057 -2.631
H 4.957 -1.080 -3.209
H 3.456 -0.297 -2.706
H 5.379 -1.817 -0.866
H 5.195 -0.047 -0.954
C 3.693 -3.508 0.505
H 4.733 -3.520 0.831
H 3.112 -4.158 1.151
H 3.645 -3.879 -0.518
H 0.409 0.539 1.029
H -1.101 -1.096 1.099
H -3.349 -1.940 0.677
H -5.181 -2.494 -0.675
H -5.676 -1.940 0.948
H -7.617 -2.866 -0.310
H -7.350 -1.683 -1.602
H -7.839 -1.136 0.002
```

As for the SMILES: CCOc1ccc(NC(=O)CSc2nnc(C)n2CC)cc1. The LUMO energy comes out at 0.53 eV. As for the spin multiplicity: 1. The value obtained for the HOMO-LUMO gap is 8.0917 eV. As for the net charge: 0.

***

(8)
# C15H20N4O3S2

An isolated molecule of C15H20N4O3S2 (ωB97M-V/def2-TZVPD, OMol25).

The geometry in XYZ format:
```
44
Properties=species:S:1:pos:R:3
C -1.763 -1.782 1.598
C -2.984 -1.166 1.002
C -4.210 -1.743 0.895
S -5.344 -0.657 0.170
C -4.048 0.515 0.068
N -2.914 0.107 0.527
S -4.302 2.084 -0.609
C -2.592 2.674 -0.434
C -1.670 1.758 -1.206
O -2.118 1.146 -2.174
C -0.299 1.629 -0.753
C 0.509 0.609 -1.293
N 0.071 -0.112 -2.319
H 0.545 -0.937 -2.636
H -0.896 0.112 -2.600
N 1.749 0.365 -0.778
C 2.329 1.203 0.179
O 3.468 1.035 0.555
N 1.554 2.219 0.648
C 0.239 2.509 0.253
O -0.324 3.468 0.745
C 2.182 3.085 1.632
H 3.077 3.538 1.207
H 1.459 3.850 1.903
H 2.467 2.501 2.507
C 2.607 -0.712 -1.260
H 3.627 -0.384 -1.044
H 2.505 -0.809 -2.344
C 2.391 -2.067 -0.559
C 1.109 -2.784 -0.980
H 0.226 -2.213 -0.702
H 1.096 -2.975 -2.052
H 1.053 -3.746 -0.477
C 2.433 -1.907 0.959
H 2.426 -2.882 1.439
H 1.568 -1.350 1.311
H 3.330 -1.375 1.263
H 3.240 -2.691 -0.863
H -2.562 3.681 -0.851
H -2.348 2.718 0.623
H -4.515 -2.724 1.194
H -1.596 -2.779 1.196
H -0.907 -1.148 1.382
H -1.870 -1.863 2.679
```

As for the SMILES: Cc1csc(SCC(=O)c2c(N)n(CC(C)C)c(=O)n(C)c2=O)n1. The LUMO energy comes out at 0.57 eV. As for the spin multiplicity: 1. The value obtained for the HOMO-LUMO gap is 8.5524 eV. As for the net charge: 0.

***

Record-wise energy relative to the best compared isomer or geometry (same formula, charge and spin) values, in kcal/mol: 192.1, 2.1, 27.1, 11.0, 11.2, 7.9, 3.2, 2.8
Record-wise molar mass values, in g mol⁻¹: 351.56, 276.34, 324.40, 356.47, 356.47, 324.33, 320.42, 368.48
Record-wise total energy values, in hartree: -889.81675, -918.87212, -1392.28175, -1790.44593, -1790.44576, -1144.59643, -1351.29999, -1824.79143